Entry 1:
Below is one molecule with the formula C4H9NO, with properties calculated with ωB97M-V with the def2-TZVPD basis set.

The HOMO energy is -7.441 eV. The energy above the lowest of the compared OMol25 structures with the same formula, charge and spin comes out at 428.5 kJ/mol. The calculation puts the HOMO-LUMO gap at 8.0 eV.

```
! RIJCOSX wB97M-V def2-TZVPD def2/J DEFGRID3
* xyz 0 1
C -1.836 -0.099 -0.108
C -0.575 0.768 -0.079
O -0.371 1.338 1.197
C 0.647 0.003 -0.595
C 2.054 0.436 -0.440
N 1.443 -0.770 0.385
H -2.702 0.467 0.247
H -2.050 -0.451 -1.123
H -1.718 -0.985 0.532
H -0.710 1.625 -0.749
H -0.299 0.614 1.830
H 0.355 -0.658 -1.422
H 1.517 -0.476 1.339
H 2.649 -0.059 -1.218
H 1.595 -1.754 0.201
*
```

Entry 2:
Below is C22H20F10IrN8O3 as an isolated structure at a distorted geometry, with properties calculated with ωB97M-V with the def2-TZVPD basis set.

The HOMO energy is -9.738 eV. The energy above the lowest of the compared OMol25 structures with the same formula, charge and spin comes out at 114.2 kJ/mol. The calculation puts the HOMO-LUMO gap at 4.6 eV.

```
! RIJCOSX wB97M-V def2-TZVPD def2/J DEFGRID3
* xyz 1 1
Ir 0.587 -0.182 0.283
C 2.568 -2.200 1.364
N 2.434 -0.773 1.000
C 2.652 0.084 2.210
C 1.409 0.136 3.077
N 0.231 0.383 2.234
C -0.945 0.640 2.905
C -2.150 -0.033 2.649
F -2.194 -1.028 1.742
C -3.337 0.260 3.296
F -4.439 -0.436 3.001
C -3.390 1.253 4.252
F -4.533 1.533 4.883
C -2.236 1.960 4.532
F -2.270 2.958 5.416
C -1.061 1.667 3.866
F -0.020 2.485 4.105
C 3.376 -0.438 -0.099
C 2.868 -0.966 -1.451
N 1.374 -0.983 -1.486
C 0.888 -2.158 -2.021
C -0.531 -2.557 -1.612
F 1.570 -3.313 -1.589
C -1.376 -3.198 -2.535
F -2.563 -3.648 -2.153
C -0.999 -3.322 -3.844
F -1.795 -3.892 -4.671
C 0.238 -2.800 -4.362
F 0.449 -2.874 -5.668
C 1.098 -2.217 -3.520
F 2.184 -1.674 -3.984
H 3.579 -2.379 1.738
H 2.373 -2.823 0.496
H 1.841 -2.446 2.134
H 2.891 1.085 1.857
H 3.502 -0.304 2.778
H 1.562 0.921 3.815
H 1.292 -0.806 3.637
H 4.361 -0.863 0.116
H 3.470 0.643 -0.113
H 3.260 -1.970 -1.611
H 3.287 -0.335 -2.240
O 0.002 -2.067 0.517
O -0.999 -2.382 -0.479
N -4.038 0.865 -2.618
C -3.165 1.238 -1.642
C -2.052 0.442 -1.320
N -1.200 0.790 -0.365
C -1.419 1.966 0.250
C -2.505 2.744 -0.097
N -3.383 2.392 -1.027
H -4.062 -0.081 -2.946
H -4.877 1.411 -2.715
H -1.884 -0.472 -1.860
H -0.709 2.266 1.004
H -2.674 3.688 0.404
N 1.166 1.918 -2.264
C 1.399 2.454 -1.058
N 1.649 3.773 -0.968
O 1.385 1.782 0.000
H 1.168 2.475 -3.099
H 1.052 0.910 -2.309
H 1.800 4.350 -1.775
H 1.841 4.152 -0.057
*
```

Entry 3:
Below is C29H37F2NO2OsS3SbSi as an isolated structure at a distorted geometry, with properties calculated with ωB97M-V with the def2-TZVPD basis set.

The HOMO energy (spin up / spin down) is -0.817 / -0.667 eV. The energy above the lowest of the compared OMol25 structures with the same formula, charge and spin comes out at 0.0 kJ/mol. The calculation puts the HOMO-LUMO gap (spin up / spin down) at 5.0 / 4.9 eV. Its expectation value of S² is 0.760.

```
! RIJCOSX wB97M-V def2-TZVPD def2/J DEFGRID3
* xyz -2 2
Os -1.086 -0.972 -0.483
S -3.572 -5.525 -2.175
Sb -1.878 -4.332 -1.151
S -2.945 -2.316 -0.384
S -0.254 -2.312 -2.015
C -1.925 0.697 3.693
C -2.149 -0.123 2.451
N -3.413 -0.428 2.117
O -1.183 -0.454 1.776
H -2.821 0.798 4.306
H -1.583 1.682 3.374
H -1.125 0.237 4.270
H -4.169 -0.222 2.741
H -3.545 -1.107 1.362
C -3.007 2.395 -2.914
C -2.305 1.059 -2.551
C -0.996 1.023 -3.344
C -2.028 0.901 -1.021
C -3.280 -0.035 -2.990
C -4.605 0.020 -2.555
C -5.523 -0.961 -2.902
C -5.132 -2.036 -3.686
C -3.826 -2.093 -4.143
C -2.917 -1.096 -3.813
H -2.302 3.222 -2.933
H -3.793 2.653 -2.204
H -3.460 2.300 -3.905
H -0.409 1.921 -3.133
H -1.203 1.010 -4.420
H -0.394 0.152 -3.088
H -3.005 0.950 -0.519
H -4.921 0.827 -1.905
H -6.534 -0.912 -2.511
H -5.815 -2.851 -3.892
H -3.494 -2.949 -4.718
H -1.892 -1.194 -4.146
F -1.746 3.322 -0.769
C -1.215 2.043 -0.479
F -1.209 2.037 0.896
H -0.189 2.052 -0.820
C 4.930 0.420 0.165
C 3.579 0.205 -0.523
C 3.632 -1.069 -1.374
C 3.299 1.393 -1.450
Si 2.095 0.027 0.678
O 0.746 0.118 -0.131
C 2.378 -1.578 1.663
C 3.493 -1.783 2.485
C 3.688 -2.973 3.177
C 2.764 -4.004 3.054
C 1.654 -3.833 2.238
C 1.468 -2.635 1.556
C 2.172 1.460 1.947
C 1.828 2.746 1.514
C 1.804 3.832 2.378
C 2.119 3.661 3.721
C 2.447 2.395 4.183
C 2.470 1.315 3.305
H 5.700 0.671 -0.580
H 5.264 -0.483 0.682
H 4.894 1.238 0.893
H 4.411 -0.981 -2.145
H 2.675 -1.255 -1.870
H 3.861 -1.947 -0.763
H 4.069 1.448 -2.233
H 3.318 2.343 -0.906
H 2.323 1.290 -1.930
H 4.231 -0.996 2.597
H 4.562 -3.096 3.806
H 2.912 -4.936 3.588
H 0.930 -4.630 2.120
H 0.598 -2.528 0.913
H 1.544 2.896 0.480
H 1.518 4.809 2.006
H 2.092 4.505 4.402
H 2.677 2.243 5.232
H 2.700 0.332 3.700
*
```

Entry 4:
Below is one molecule with the formula C3H3N3O2 at a distorted geometry, with properties calculated with ωB97M-V with the def2-TZVPD basis set.

The HOMO energy is -9.908 eV. The energy above the lowest of the compared OMol25 structures with the same formula, charge and spin comes out at 537.6 kJ/mol. The calculation puts the HOMO-LUMO gap at 8.6 eV.

```
! RIJCOSX wB97M-V def2-TZVPD def2/J DEFGRID3
* xyz 0 1
C 0.764 -1.407 0.444
C -0.154 -0.465 0.110
C -0.632 1.528 -0.631
H 1.305 -3.227 0.928
H 1.755 -0.915 0.828
H 0.039 3.241 -0.407
N -1.453 -0.382 -0.110
N -1.725 0.790 -0.605
N 0.326 1.004 -0.063
O 0.580 -2.874 0.463
O -0.805 2.707 -0.956
*
```

Entry 5:
Below is a 2-piece molecular cluster, C3H5F3N3 overall at a distorted geometry, with properties calculated with ωB97M-V with the def2-TZVPD basis set.

The HOMO energy (spin up / spin down) is -12.432 / -13.681 eV. The energy above the lowest of the compared OMol25 structures with the same formula, charge and spin comes out at 338.6 kJ/mol. The calculation puts the HOMO-LUMO gap (spin up / spin down) at 6.8 / 9.5 eV.

```
! RIJCOSX wB97M-V def2-TZVPD def2/J DEFGRID3
* xyz 1 1
C -0.182 1.337 1.913
C 0.979 0.196 0.359
C -0.554 -1.778 -3.099
N 0.928 1.387 1.236
N -0.195 -0.459 0.703
N -0.847 0.214 1.642
F -1.694 -2.387 -3.198
F 0.316 -2.427 -2.389
F -0.660 -0.544 -2.641
H -0.612 2.134 2.569
H 0.952 0.377 -0.630
H 1.879 -0.309 0.522
H 1.468 2.305 1.154
H -1.779 -0.046 1.859
*
```

Entry 6:
Below is a 15-piece molecular cluster, C58H88Br2O42 overall at a distorted geometry, with properties calculated with ωB97M-V with the def2-TZVPD basis set.

The HOMO energy is -10.283 eV. The calculation puts the HOMO-LUMO gap at 10.1 eV.

```
! RIJCOSX wB97M-V def2-TZVPD def2/J DEFGRID3
* xyz 0 1
Br -18.545 -17.376 16.314
C -18.125 -19.051 17.200
C -19.395 -19.755 17.483
Br -19.182 -21.084 18.834
H -17.670 -18.771 18.150
H -17.368 -19.497 16.554
H -19.877 -20.386 16.736
H -20.198 -19.107 17.834
C -22.115 -19.880 20.487
C -23.165 -20.757 19.720
C -24.698 -20.464 20.162
O -25.288 -20.079 18.927
C -24.458 -20.217 17.890
O -24.763 -19.964 16.755
O -23.229 -20.518 18.313
H -21.081 -20.219 20.552
H -22.290 -20.034 21.552
H -22.044 -18.813 20.281
H -22.762 -21.738 19.969
H -24.738 -19.649 20.884
H -25.056 -21.442 20.486
C -12.652 -17.927 18.287
C -11.321 -17.329 18.574
C -10.152 -18.148 18.232
O -9.844 -17.524 16.938
C -10.497 -16.379 16.763
O -10.422 -15.656 15.766
O -11.308 -16.184 17.703
H -12.747 -18.727 19.021
H -12.620 -18.451 17.331
H -13.411 -17.144 18.277
H -11.252 -16.712 19.470
H -10.532 -19.163 18.115
H -9.341 -18.145 18.959
C -19.563 -16.162 13.185
C -19.669 -14.692 12.596
C -20.777 -13.771 13.115
O -20.130 -12.444 12.999
C -18.745 -12.659 13.013
O -17.863 -11.771 13.182
O -18.544 -13.917 12.868
H -20.439 -16.812 13.178
H -19.178 -16.116 14.203
H -18.809 -16.784 12.702
H -19.805 -14.761 11.516
H -20.988 -14.111 14.129
H -21.633 -13.790 12.441
C -19.186 -12.280 16.315
C -18.245 -11.503 17.303
C -16.915 -11.325 16.596
O -16.805 -9.918 16.475
C -17.892 -9.220 16.834
O -17.975 -8.014 16.796
O -18.772 -10.151 17.279
H -20.180 -12.273 16.763
H -18.743 -13.235 16.031
H -19.511 -11.611 15.518
H -18.188 -11.800 18.351
H -16.971 -11.895 15.669
H -16.082 -11.619 17.235
C -11.338 -22.552 18.134
C -12.774 -22.784 17.672
C -13.726 -23.450 18.652
O -14.845 -22.626 18.592
C -14.549 -21.440 17.943
O -15.309 -20.475 17.893
O -13.299 -21.490 17.467
H -11.026 -22.904 19.117
H -11.143 -21.494 18.313
H -10.809 -22.906 17.249
H -12.905 -23.410 16.790
H -13.337 -23.384 19.668
H -14.082 -24.455 18.429
C -14.815 -15.102 12.038
C -14.530 -16.004 13.299
C -13.548 -15.480 14.246
O -14.255 -15.135 15.342
C -15.510 -15.345 15.175
O -16.319 -14.938 15.991
O -15.683 -15.874 14.000
H -15.736 -15.478 11.591
H -14.052 -15.046 11.262
H -14.934 -14.055 12.319
H -14.211 -17.020 13.067
H -13.072 -14.592 13.831
H -12.656 -16.068 14.463
C -18.507 -25.825 22.593
C -18.769 -24.671 21.586
C -17.579 -24.387 20.669
O -18.288 -24.227 19.463
C -19.487 -24.790 19.513
O -20.289 -24.830 18.593
O -19.798 -25.046 20.755
H -18.017 -25.588 23.537
H -18.082 -26.719 22.136
H -19.460 -26.175 22.990
H -19.134 -23.733 22.005
H -16.954 -25.279 20.630
H -16.874 -23.580 20.868
C -18.503 -24.091 15.279
C -17.163 -23.436 15.589
C -16.385 -24.368 16.481
O -15.112 -24.372 15.889
C -15.077 -23.762 14.688
O -14.119 -23.627 13.997
O -16.474 -23.460 14.340
H -19.190 -24.128 16.124
H -18.289 -25.121 14.993
H -19.178 -23.496 14.664
H -17.415 -22.431 15.927
H -16.668 -25.420 16.511
H -16.334 -23.976 17.497
C -19.419 -15.383 21.621
C -18.620 -15.940 20.399
C -18.407 -14.944 19.232
O -16.996 -14.581 19.275
C -16.385 -15.221 20.262
O -15.209 -15.049 20.644
O -17.235 -15.966 20.871
H -19.354 -15.803 22.625
H -20.508 -15.418 21.614
H -19.094 -14.370 21.859
H -18.788 -16.985 20.140
H -18.897 -14.001 19.475
H -18.815 -15.357 18.310
C -22.353 -20.358 13.110
C -23.761 -19.787 13.034
C -23.931 -18.301 12.609
O -25.069 -18.339 11.824
C -25.334 -19.626 11.419
O -26.393 -19.934 10.851
O -24.451 -20.462 12.047
H -21.786 -20.502 12.190
H -22.266 -21.390 13.449
H -21.768 -19.602 13.634
H -24.298 -20.037 13.950
H -22.984 -17.999 12.162
H -24.140 -17.674 13.476
C -23.261 -17.099 18.043
C -23.213 -15.598 17.760
C -24.296 -14.709 18.432
O -23.556 -13.591 18.940
C -22.313 -14.037 19.223
O -21.372 -13.397 19.715
O -22.131 -15.251 18.675
H -23.700 -17.304 19.020
H -22.287 -17.527 17.807
H -24.179 -17.366 17.519
H -23.054 -15.405 16.699
H -24.737 -15.239 19.276
H -24.970 -14.576 17.586
C -15.769 -19.561 14.344
C -16.778 -19.066 13.209
C -16.752 -19.896 11.918
O -17.767 -20.849 12.033
C -18.661 -20.430 12.960
O -19.666 -21.073 13.322
O -18.096 -19.319 13.600
H -16.024 -20.609 14.187
H -15.906 -19.075 15.310
H -14.751 -19.400 13.988
H -16.647 -18.006 12.989
H -15.799 -20.424 11.925
H -16.920 -19.380 10.972
C -11.695 -19.156 14.590
C -11.617 -19.271 13.097
C -12.412 -20.446 12.533
O -13.014 -19.973 11.390
C -13.255 -18.636 11.518
O -14.012 -17.928 10.824
O -12.390 -18.217 12.502
H -11.173 -20.008 15.026
H -12.716 -19.085 14.964
H -11.136 -18.240 14.784
H -10.605 -19.194 12.702
H -13.150 -20.774 13.265
H -11.734 -21.257 12.265
C -14.876 -18.022 22.897
C -15.708 -19.232 22.457
C -15.196 -19.775 21.199
O -14.969 -21.074 21.468
C -15.190 -21.396 22.758
O -15.111 -22.592 23.169
O -15.759 -20.332 23.350
H -15.147 -17.850 23.938
H -15.078 -17.087 22.375
H -13.823 -18.142 22.640
H -16.679 -18.743 22.374
H -14.378 -19.194 20.772
H -16.007 -19.694 20.477
*
```

Entry 7:
Below is C20H45N2OP3SYb as an isolated structure at a distorted geometry, with properties calculated with ωB97M-V with the def2-TZVPD basis set.

The HOMO energy (spin up / spin down) is -16.758 / -16.753 eV. The energy above the lowest of the compared OMol25 structures with the same formula, charge and spin comes out at 100.6 kJ/mol. The calculation puts the HOMO-LUMO gap (spin up / spin down) at 8.3 / 5.4 eV. Its expectation value of S² is 0.753.

```
! RIJCOSX wB97M-V def2-TZVPD def2/J DEFGRID3
* xyz 3 2
Yb -1.045 0.157 -0.892
P 1.695 1.358 1.307
P -0.566 2.799 -0.725
P 1.887 -0.336 -1.236
H -1.479 -3.718 0.108
C -0.427 -4.025 0.149
C 0.249 -3.978 1.309
H -0.248 -3.621 2.217
C 1.210 2.050 2.944
C 2.781 2.742 0.774
C 2.968 0.165 1.905
C -2.017 2.157 -1.699
C -1.420 3.934 0.397
C 0.177 3.935 -1.933
C 2.707 -1.948 -0.989
C 3.249 0.641 -1.981
C 0.956 -0.715 -2.773
H -0.024 -4.335 -0.829
H 1.315 -4.245 1.378
H 1.290 1.278 3.723
H 0.173 2.403 2.904
H 1.887 2.877 3.192
H 2.179 3.638 0.568
H 3.360 2.460 -0.115
H 3.458 2.940 1.617
H 2.462 -0.655 2.430
H 3.628 0.692 2.602
H 3.557 -0.237 1.073
H -2.586 3.038 -1.993
H -2.739 1.535 -1.112
H -1.745 1.635 -2.642
H -1.994 4.648 -0.205
H -0.680 4.476 0.998
H -2.083 3.389 1.083
H -0.593 4.668 -2.204
H 0.509 3.380 -2.822
H 1.047 4.439 -1.493
H 3.107 -2.282 -1.952
H 1.997 -2.690 -0.598
H 3.542 -1.840 -0.289
H 3.521 0.144 -2.920
H 4.114 0.652 -1.305
H 2.895 1.665 -2.187
H 1.643 -1.120 -3.524
H 0.480 0.180 -3.209
H 0.223 -1.511 -2.592
C -2.172 -1.852 -3.590
C -3.243 -1.249 -4.240
C -3.445 -1.576 -5.589
C -2.616 -2.517 -6.219
C -1.592 -3.126 -5.509
C -1.372 -2.815 -4.164
O -1.787 -1.338 -2.284
H -2.581 -1.393 -1.702
H -3.859 -0.490 -3.730
H -4.258 -1.108 -6.150
H -2.800 -2.767 -7.268
H -0.955 -3.856 -5.984
H -0.561 -3.259 -3.570
C -2.043 0.366 6.109
N -1.664 0.611 4.711
C -1.200 -0.319 3.837
S -1.473 -0.154 2.148
N -0.478 -1.343 4.359
C 0.387 -1.244 5.546
H -1.698 -0.619 6.440
H -3.134 0.461 6.221
H -1.576 1.143 6.725
H -2.221 1.326 4.237
H -0.146 -1.995 3.640
H -0.042 -1.820 6.377
H 1.367 -1.679 5.325
H 0.541 -0.206 5.861
*
```

Entry 8:
Below is one molecule with the formula C2HF3O2 at a distorted geometry, with properties calculated with ωB97M-V with the def2-TZVPD basis set.

The HOMO energy is -12.546 eV. The energy above the lowest of the compared OMol25 structures with the same formula, charge and spin comes out at 140.3 kJ/mol. The calculation puts the HOMO-LUMO gap at 12.3 eV.

```
! RIJCOSX wB97M-V def2-TZVPD def2/J DEFGRID3
* xyz 0 1
C -0.956 -0.685 0.007
C 0.073 0.362 0.084
O -0.983 -1.656 0.669
O 1.451 -0.287 -0.307
F -1.860 -0.458 -0.941
F -0.156 1.443 -0.809
F 0.264 0.972 1.303
H 2.167 0.309 -0.008
*
```